Entry 1:
2 unconnected molecules or ions with the total composition C10H16O, computed with ωB97M-V/def2-TZVPD.

**SMILES string**: CCc1ccc(O)cc1.CC
**Maximum force**: 2.822 eV/Å
**HOMO level**: -8.44 eV
**Orbital gap**: 9.25 eV
**Relative energy (zero: lowest compared OMol25 entry of this formula, charge and spin)**: 168.5 kJ/mol
**Lowest unoccupied orbital energy**: 0.81 eV

Positions of all 27 atoms, in Å:
C: 0.2178 0.5904 2.5262
C: -0.2670 0.6852 1.0933
C: 0.1661 -0.6644 0.4677
C: 1.4750 -1.0808 0.3496
C: 1.8487 -2.3689 0.0015
C: 0.8217 -3.2336 -0.3198
O: 1.0555 -4.5056 -0.7481
C: -0.5294 -2.7917 -0.3811
C: -0.8700 -1.5519 0.0898
H: 1.2585 0.3265 2.4488
H: -0.2519 -0.2774 3.0614
H: 0.1918 1.4909 3.1448
H: -1.2608 1.1263 1.0438
H: 0.4317 1.3110 0.5025
H: 2.2540 -0.4357 0.7885
H: 2.8081 -2.8206 0.1970
H: 1.6833 -5.0113 -0.2090
H: -1.2137 -3.6482 -0.5973
H: -1.8551 -1.1776 0.3425
C: -0.8795 3.6540 -1.3116
C: -1.1189 2.3747 -2.1078
H: -1.3677 3.5292 -0.3402
H: 0.2023 3.8097 -1.1827
H: -1.2962 4.5261 -1.8412
H: -0.6444 2.4075 -3.1074
H: -2.2129 2.2420 -2.2762
H: -0.6472 1.4942 -1.6350

Entry 2:
A molecular structure, C10H16O2, computed with ωB97M-V/def2-TZVPD.

**Maximum force**: 7.743 eV/Å
**HOMO level**: -9.82 eV
**Orbital gap**: 10.38 eV
**Relative energy (zero: lowest compared OMol25 entry of this formula, charge and spin)**: 787.2 kJ/mol
**Lowest unoccupied orbital energy**: 0.56 eV

Positions of all 28 atoms, in Å:
C: 0.6412 -2.0222 0.2062
C: 0.9700 -0.6907 -0.1223
C: 1.9333 -0.4148 -1.2591
C: 1.5215 0.0551 1.1317
C: 0.8189 1.6088 0.8190
C: -0.3553 1.5124 -0.2167
C: -0.4597 -0.0167 -0.4489
C: -1.6205 -0.2507 0.6556
C: -2.8980 0.4132 -0.0781
C: -1.2844 -0.3030 -1.5605
H: 0.4170 -2.8817 -0.6057
H: -0.3729 -1.9682 0.8898
H: 1.5084 -2.3643 1.1400
H: 2.8311 -1.2643 -1.1656
H: 2.6286 0.7065 -1.0848
H: 1.1534 -0.5841 -1.9752
H: 2.9071 0.2550 1.0868
H: 1.2983 -0.5565 2.1273
H: 1.7328 2.1322 0.2592
H: 0.8642 2.0532 1.8810
H: -1.2257 1.9820 0.2246
H: 0.0550 2.1504 -1.1057
H: -1.4473 0.6211 1.4772
H: -1.9612 -1.2203 1.1676
H: -2.8755 1.6050 0.3682
H: -3.5564 -0.3345 0.3094
O: -2.5117 0.3261 -1.5228
O: -0.7122 -0.5493 -2.5983

Entry 3:
2 unconnected molecules or ions with the total composition C10H16Si, computed with ωB97M-V/def2-TZVPD.

**SMILES string**: C=C[SiH](C=C)C=C.C=C=CC
**Maximum force**: 4.528 eV/Å
**HOMO level**: -9.50 eV
**Orbital gap**: 10.31 eV
**Relative energy (zero: lowest compared OMol25 entry of this formula, charge and spin)**: 598.2 kJ/mol
**Lowest unoccupied orbital energy**: 0.80 eV

Positions of all 27 atoms, in Å:
C: -0.7625 2.3909 -0.1538
C: -1.1639 1.6296 0.8478
Si: -1.7931 -0.0532 0.7948
C: -3.2729 -0.0450 -0.3284
C: -3.8995 -1.1158 -0.7565
C: -0.4103 -1.2559 0.4739
C: -0.5478 -2.5928 0.8025
H: -0.5332 3.4329 -0.0211
H: -0.4971 1.8837 -1.0790
H: -1.5619 2.1281 1.7424
H: -2.3850 -0.1576 2.2521
H: -3.7222 0.9021 -0.6451
H: -4.7248 -1.1484 -1.3935
H: -3.7853 -2.2171 -0.5575
H: 0.5221 -0.8822 0.1343
H: 0.2762 -3.3115 0.6867
H: -1.5079 -3.1046 1.1244
C: 3.2048 -1.5070 0.9503
C: 3.1019 -0.3531 0.3532
C: 3.2617 0.7537 -0.3063
C: 2.3897 1.4492 -1.3439
H: 2.6843 -1.7800 1.8298
H: 3.5649 -2.2892 0.2889
H: 4.1500 1.2525 -0.1439
H: 2.5098 2.6075 -1.3534
H: 2.6804 1.1056 -2.3554
H: 1.4120 1.3083 -1.2322

Entry 4:
A molecular structure, C10H17CaNSe2Te4, computed with ωB97M-V/def2-TZVPD.

**Maximum force**: 0.873 eV/Å
**HOMO level**: -6.66 eV
**Orbital gap**: 6.26 eV
**Relative energy (zero: lowest compared OMol25 entry of this formula, charge and spin)**: 50.9 kJ/mol
**Lowest unoccupied orbital energy**: -0.40 eV

Positions of all 35 atoms, in Å:
Ca: 0.6977 1.7669 -1.6563
Te: 3.4472 0.9407 -1.5553
Te: 3.7640 3.3293 -0.2620
Te: 2.5653 5.0767 -1.9400
Te: -0.0947 4.5563 -1.5676
C: -4.6299 0.6045 -0.6360
Se: -2.7970 1.0630 -1.1344
C: -2.6342 -0.2473 -2.5986
C: -2.1144 -1.5879 -2.1389
Se: -0.1542 -1.4944 -2.0838
C: 0.1916 -3.2492 -1.3096
H: -5.2721 0.7441 -1.5011
H: -4.9250 1.2884 0.1549
H: -4.6796 -0.4205 -0.2789
H: -1.9564 0.1899 -3.3346
H: -3.6227 -0.3187 -3.0481
H: -2.3960 -2.3859 -2.8266
H: -2.4669 -1.8393 -1.1389
H: -0.4777 -3.4100 -0.4688
H: 1.2229 -3.2395 -0.9664
H: 0.0606 -4.0203 -2.0627
N: 0.1509 1.3575 1.2756
C: 1.1931 0.6381 1.9046
C: 1.5331 -0.6428 1.4800
C: 2.6073 -1.3087 2.0441
C: 3.3575 -0.7070 3.0431
C: 3.0148 0.5634 3.4791
C: 1.9395 1.2328 2.9170
H: -0.1943 2.1189 1.8406
H: -0.6157 0.7732 0.9632
H: 0.9435 -1.1152 0.7048
H: 2.8717 -2.3003 1.6993
H: 4.2057 -1.2224 3.4737
H: 3.5857 1.0390 4.2660
H: 1.6785 2.2268 3.2624

Entry 5:
A molecular structure, C10H17Cl2F5O3OsTe, computed with ωB97M-V/def2-TZVPD.

**Maximum force**: 3.303 eV/Å
**HOMO level (spin up / spin down)**: 0.11 / -1.34 eV
**Orbital gap (spin up / spin down)**: 4.07 / 5.40 eV
**Charge**: -2
**⟨S²⟩**: 6.048
**Spin multiplicity**: 5
**Lowest unoccupied orbital energy (spin up / spin down)**: 4.18 / 4.06 eV

Positions of all 39 atoms, in Å:
C: 1.2489 1.3067 0.0114
C: 0.6138 1.1510 -1.2885
C: 0.7981 -0.1943 -1.7228
C: 0.0957 2.2547 -2.1378
C: 1.5655 -0.8799 -0.7427
C: 1.8385 0.0276 0.3493
C: 2.6942 -0.2583 1.5287
C: 1.4684 2.5800 0.7463
C: 0.3763 -0.7427 -3.0421
C: 2.0424 -2.2833 -0.8402
Os: -0.4110 0.0137 0.6184
Cl: -3.6331 2.0526 -2.6776
Cl: -1.7603 1.8399 0.4802
O: -0.1114 -1.9037 0.9296
H: -0.0847 3.1534 -1.5441
H: -0.8625 1.9868 -2.6054
H: 0.8276 2.4920 -2.9262
H: -0.5641 -0.2832 -3.3648
H: 0.2395 -1.8271 -2.9834
H: 1.1390 -0.5448 -3.8097
H: 1.2717 -2.9214 -1.2885
H: 2.2863 -2.6778 0.1510
H: 2.9389 -2.3513 -1.4747
H: 2.5410 -1.2963 1.8377
H: 2.4078 0.3991 2.3524
H: 3.7624 -0.1207 1.3098
H: 0.6005 3.2300 0.6255
H: 2.3573 3.1048 0.3760
H: 1.6046 2.3701 1.8086
H: -1.0339 -2.2052 1.0121
O: -0.0087 0.4198 2.4736
H: -0.3887 -0.3560 2.9357
F: -4.7147 -2.3736 0.7913
Te: -3.6954 -1.0693 1.7659
F: -2.7607 0.1283 2.9020
F: -4.8435 -1.2740 3.2634
F: -4.7834 0.3833 1.2120
F: -2.6131 -2.4269 2.5913
O: -2.4494 -0.9040 0.3766

Entry 6:
A molecular structure, C10H17CoN, computed with ωB97M-V/def2-TZVPD.

**Maximum force**: 2.861 eV/Å
**HOMO level (spin up / spin down)**: -7.38 / -8.47 eV
**Orbital gap (spin up / spin down)**: 8.02 / 8.99 eV
**⟨S²⟩**: 3.762
**Spin multiplicity**: 4
**Lowest unoccupied orbital energy (spin up / spin down)**: 0.64 / 0.52 eV

Positions of all 29 atoms, in Å:
Co: 0.9695 -0.0833 -1.0076
C: 2.9796 1.2905 -2.5326
H: 2.3942 2.2233 -2.5714
H: 3.8083 1.3636 -1.8157
H: 3.3488 1.0203 -3.5219
H: 2.2736 0.4387 -2.1850
H: 1.6862 -1.0243 -1.9511
C: 0.7818 1.4317 1.3861
N: 0.8120 -0.0132 1.1265
C: 2.0153 -0.6126 1.7126
C: -0.4277 -0.6798 1.6454
C: -1.5046 -0.6174 0.6097
C: -2.8560 -0.8360 0.9815
C: -3.8539 -0.8370 0.0056
C: -3.4740 -0.6119 -1.3213
C: -2.1128 -0.3913 -1.6748
C: -1.1164 -0.3944 -0.7079
H: 1.6664 1.8778 0.9181
H: 0.7942 1.6328 2.4654
H: -0.1193 1.8719 0.9486
H: 2.0545 -0.4366 2.7952
H: 1.9861 -1.6902 1.5243
H: 2.8929 -0.1780 1.2220
H: -0.1726 -1.7245 1.8917
H: -0.7549 -0.1856 2.5779
H: -3.0976 -0.9922 2.0274
H: -4.8977 -1.0044 0.2740
H: -4.2283 -0.6151 -2.1009
H: -1.8475 -0.2228 -2.7220

Entry 7:
A molecular structure, C10H17IN6O2, computed with ωB97M-V/def2-TZVPD.

**Maximum force**: 2.664 eV/Å
**HOMO level**: -6.34 eV
**Orbital gap**: 5.58 eV
**Lowest unoccupied orbital energy**: -0.77 eV

Positions of all 36 atoms, in Å:
C: 1.4902 1.3680 -2.2122
C: 1.7424 0.2708 -1.1819
N: 1.7309 -0.9565 -1.4894
C: 2.0403 0.7865 0.2150
N: 1.3017 0.1606 1.3017
C: 1.9577 -0.2457 2.5479
C: 2.1319 0.9849 3.3529
O: 2.0694 2.1123 2.9070
O: 2.3813 0.7875 4.6570
C: 0.0037 0.0015 1.2410
N: -0.8267 -0.5129 2.1745
C: -2.0453 -0.4586 1.6808
N: -2.0418 0.0421 0.4552
N: -3.0826 0.2557 -0.4707
C: -2.9876 -0.5585 -1.4665
C: -3.5544 -0.1195 -2.7830
C: -2.3198 -1.9056 -1.3853
N: -0.7558 0.3564 0.1656
H: 0.4333 1.6315 -2.2917
H: 2.0676 2.2473 -1.9315
H: 1.8457 1.0625 -3.1933
H: 1.5407 -1.0303 -2.4899
H: 3.0965 0.6015 0.4174
H: 1.8752 1.8649 0.2396
H: 3.0143 -0.7775 2.3910
H: 1.3652 -0.9761 3.0845
H: 2.5509 1.6697 5.0163
H: -2.9225 -0.7808 2.2122
H: -4.6433 -0.0598 -2.7683
H: -3.2922 -0.8477 -3.5420
H: -3.1672 0.8688 -3.0093
H: -2.7554 -2.5079 -0.5933
H: -2.4602 -2.4367 -2.3213
H: -1.2404 -1.7917 -1.2639
H: -0.5306 0.7510 -0.7300
I: 3.9870 -1.8576 1.0639

Entry 8:
2 unconnected molecules or ions with the total composition C10H17N, computed with ωB97M-V/def2-TZVPD.

**SMILES string**: CC(C)(C)C.c1ccncc1
**Maximum force**: 5.709 eV/Å
**HOMO level**: -8.44 eV
**Orbital gap**: 9.15 eV
**Relative energy (zero: lowest compared OMol25 entry of this formula, charge and spin)**: 512.6 kJ/mol
**Lowest unoccupied orbital energy**: 0.72 eV

Positions of all 28 atoms, in Å:
C: 1.8945 1.4809 -0.2759
C: 1.6569 0.0729 0.1830
C: 2.1186 -0.3322 1.5486
C: 2.1737 -1.0036 -0.8907
C: 0.0673 -0.0758 0.2994
H: 1.5513 2.2550 0.4101
H: 2.9169 1.8623 -0.4689
H: 1.2801 1.5366 -1.1480
H: 1.9380 -1.4241 1.7967
H: 3.1880 -0.2201 1.5762
H: 1.6401 0.2815 2.4253
H: 2.0376 -2.0309 -0.4104
H: 3.2491 -0.7472 -1.2915
H: 1.5508 -1.0518 -1.8238
H: -0.6155 0.3725 -0.5062
H: -0.2787 -1.1528 0.3074
H: -0.0473 0.4441 1.3220
C: -1.7167 -0.3339 -1.1805
C: -2.3290 -1.3072 -0.4486
C: -3.0796 -0.9139 0.6561
N: -3.2288 0.3566 1.0300
C: -2.7103 1.3301 0.2412
C: -1.9287 1.0162 -0.8843
H: -1.1572 -0.5452 -2.1197
H: -2.2246 -2.3584 -0.6581
H: -3.4896 -1.6641 1.2939
H: -2.9580 2.3460 0.5374
H: -1.4989 1.8067 -1.5208